(1)
Entry from OMol25: a structure of composition C10H12BeBrIN6O2S in a non-equilibrium geometry (wB97M-V/def2-TZVPD).

Each line ends with the natural charge from an NBO analysis.
Element x y z (Å)
1 I 1.586 -1.743 0.241  0.18
2 Br 0.631 -4.735 -1.178  0.10
3 S -2.723 -1.827 -3.234  0.63
4 O -1.682 -2.230 1.401  -0.38
5 O -2.830 -1.132 2.866  -0.34
6 N -1.418 -0.141 1.474  -0.73
7 N -2.424 1.541 2.761  -0.72
8 N -0.862 1.962 1.065  -0.42
9 N -1.525 -0.778 -1.246  -0.75
10 N 0.015 1.369 0.132  -0.73
11 N -2.043 -1.234 1.977  0.66
12 C 1.730 -3.614 2.678  -0.23
13 C 1.412 -3.606 1.334  -0.12
14 C 1.083 -4.769 0.658  -0.13
15 C 1.720 -4.823 3.357  -0.18
16 C -1.603 1.134 1.823  0.65
17 C -3.006 -0.174 -2.888  -0.41
18 C -2.296 0.208 -1.800  -0.06
19 C 1.416 -6.000 2.692  -0.15
20 C -1.678 -1.912 -1.914  -0.13
21 C 1.090 -5.975 1.346  -0.21
22 Be -0.518 -0.532 0.104  1.51
23 H -0.801 2.958 1.256  0.43
24 H -2.972 0.840 3.262  0.47
25 H 0.989 1.524 0.413  0.42
26 H 0.859 -6.886 0.814  0.26
27 H -0.090 1.816 -0.780  0.42
28 H -1.181 -2.824 -1.642  0.26
29 H 1.967 -4.833 4.407  0.25
30 H -2.539 2.513 3.006  0.44
31 H -3.661 0.430 -3.487  0.29
32 H 1.995 -2.701 3.189  0.24
33 H -2.312 1.188 -1.357  0.22
34 H 1.438 -6.940 3.221  0.25

Properties
molecular weight	496.13	u
DFT total energy	-4151.37115	Eh
HOMO level	-14.731	eV
net charge	+2
relative energy (zero: lowest compared OMol25 entry of this formula, charge and spin)	0.0	kcal/mol

(2)
Entry from OMol25: a structure of composition C10H12Br2 in a non-equilibrium geometry (wB97M-V/def2-TZVPD).

Each line ends with the natural charge from an NBO analysis.
Element x y z (Å)
1 Br 0.984 1.292 -2.978  0.08
2 Br 2.497 2.769 -0.534  0.10
3 C -0.232 1.587 -0.323  -0.17
4 C 1.234 0.090 1.105  -0.25
5 C 1.944 -1.210 1.317  -0.42
6 C 0.207 0.230 -0.014  0.13
7 C -1.376 -0.656 -1.749  -0.40
8 C -1.415 2.192 -0.327  -0.32
9 C 0.992 1.732 -1.106  -0.28
10 C 0.866 -0.862 2.281  -0.41
11 C -1.746 -1.268 -0.397  -0.41
12 C -0.282 -0.994 -0.686  -0.31
13 H -1.510 0.438 -1.985  0.24
14 H -2.407 1.728 0.091  0.22
15 H 1.719 0.944 1.222  0.22
16 H 2.879 -1.194 1.935  0.23
17 H -2.143 -2.330 -0.312  0.23
18 H -1.377 -1.294 -2.577  0.22
19 H -2.267 -0.667 0.433  0.21
20 H -1.557 3.219 -0.795  0.22
21 H 1.830 -2.073 0.669  0.22
22 H 0.248 -1.900 -0.796  0.24
23 H -0.140 -1.232 2.211  0.21
24 H 1.054 -0.538 3.312  0.22

Properties
molecular weight	292.01	u
DFT total energy	-5536.05545	Eh
HOMO level	-7.619	eV
net charge	0
relative energy (zero: lowest compared OMol25 entry of this formula, charge and spin)	0.0	kcal/mol

(3)
Entry from OMol25: the ion C10H12Br2N with charge +1 in a non-equilibrium geometry (wB97M-V/def2-TZVPD).

Each line ends with the natural charge from an NBO analysis.
Element x y z (Å)
1 Br 0.045 1.346 -2.285  -0.09
2 Br 1.087 -2.121 0.828  0.02
3 N -1.195 -1.619 -1.912  -0.51
4 C -1.265 -0.682 -0.751  -0.33
5 C -0.434 0.837 1.641  -0.16
6 C 2.057 2.205 1.722  -0.20
7 C 1.002 -1.086 -0.944  -0.31
8 C 1.671 1.524 0.582  -0.16
9 C -0.020 1.520 2.801  -0.20
10 C 0.069 -0.001 -0.580  0.12
11 C 1.144 2.235 2.784  -0.17
12 C 0.396 0.891 0.500  -0.18
13 C 0.306 -1.820 -2.052  -0.31
14 H 2.837 2.932 1.742  0.24
15 H 2.037 -0.534 -0.989  0.32
16 H -1.253 0.107 1.664  0.20
17 H -0.691 1.558 3.661  0.23
18 H -1.673 -1.099 -2.700  0.48
19 H -1.356 -1.286 0.119  0.25
20 H -2.143 -0.065 -0.577  0.28
21 H 0.818 -1.603 -2.991  0.29
22 H 0.636 -2.916 -1.925  0.27
23 H -1.595 -2.564 -1.789  0.47
24 H 2.262 1.304 -0.344  0.21
25 H 1.377 2.745 3.730  0.23

Properties
molecular weight	306.02	u
DFT total energy	-5590.73043	Eh
HOMO level	-12.473	eV
net charge	+1

Question: DFT total energy of number 2 (C10H12Br2)?
Answer: -5536.05545 Eh

Question: Number 1 is which compound?
Answer: C10H12BeBrIN6O2S

Question: What is the DFT total energy in the second record?
Answer: -5536.05545 Eh

Question: Among the records above, which one has the lowest DFT total energy?
Answer: C10H12Br2N